Model A:
Here is a cluster of 2 separate species, C3H12N2O2 in total from OMol25. Energies are from ωB97M-V/def2-TZVPD.

Geometry as ORCA input:
```
! RIJCOSX wB97M-V def2-TZVPD def2/J DEFGRID3
* xyz 0 1
N 1.09 1.34 1.53
C 0.41 0.94 0.24
C 0.40 -0.58 -0.33
N 1.85 -0.94 -0.41
C -0.33 -0.58 -1.70
O -1.43 0.41 -1.84
H 0.46 1.46 2.37
H 1.69 0.62 1.84
H -0.60 1.25 0.17
H 1.14 1.59 -0.40
H -0.02 -1.31 0.40
H 2.43 -0.42 -0.88
H 2.00 -1.96 -0.53
H -0.94 -1.57 -1.83
H 0.36 -0.48 -2.58
H -1.11 1.34 -1.94
O -1.62 -0.48 2.13
H -1.89 -1.30 1.79
H -2.59 -0.11 2.17
*
```

## Properties
HOMO-LUMO gap: 9.4 eV
Molecular weight: 108.14 g/mol
HOMO energy: -8.73 eV

---

Model B:
Here is a cluster of 2 separate species, C3H12N2O2 in total from OMol25. Energies are from ωB97M-V/def2-TZVPD.

Geometry as ORCA input:
```
! RIJCOSX wB97M-V def2-TZVPD def2/J DEFGRID3
* xyz 0 1
N -1.17 -1.53 0.15
C -1.11 -0.25 0.83
C 0.15 0.60 0.63
N 0.37 1.46 1.79
C 0.27 1.36 -0.69
O 1.21 0.70 -1.55
H -0.76 -2.32 0.59
H -1.73 -1.64 -0.68
H -1.94 0.44 0.51
H -1.26 -0.44 1.92
H 0.93 -0.21 0.67
H -0.05 2.37 1.68
H 1.31 1.57 2.14
H 0.58 2.39 -0.66
H -0.69 1.32 -1.22
H 0.74 0.04 -2.11
O 0.89 -2.17 -1.62
H 0.44 -1.71 -0.88
H 1.82 -1.96 -1.50
*
```

## Properties
HOMO-LUMO gap: 9.9 eV
Molecular weight: 108.14 g/mol
HOMO energy: -8.93 eV

---

Verdict on stability: model A comes out at the bottom.

---

Model A:
Here is a cluster of 3 separate species, C3H12N2O2 in total from OMol25. Energies are from ωB97M-V/def2-TZVPD.

Geometry as ORCA input:
```
! RIJCOSX wB97M-V def2-TZVPD def2/J DEFGRID3
* xyz 0 1
C 0.10 2.07 -0.05
C 0.25 0.56 0.12
N -1.02 -0.11 -0.09
C -1.04 -1.37 0.04
N -0.02 -2.20 0.39
H -0.66 2.43 0.63
H -0.21 2.31 -1.06
H 1.04 2.59 0.18
H 0.64 0.34 1.11
H 1.01 0.18 -0.59
H -1.99 -1.89 -0.10
H 0.94 -1.87 0.44
H -0.18 -3.18 0.31
O 2.96 -1.40 0.75
H 3.62 -1.28 0.06
H 3.41 -1.09 1.54
O -3.21 1.50 -1.00
H -2.46 0.93 -0.71
H -3.19 1.48 -1.97
*
```

## Properties
HOMO-LUMO gap: 9.5 eV
Molecular weight: 108.14 g/mol
HOMO energy: -9.12 eV

---

Model B:
Here is a cluster of 3 separate species, C3H12N2O2 in total from OMol25. Energies are from ωB97M-V/def2-TZVPD.

Geometry as ORCA input:
```
! RIJCOSX wB97M-V def2-TZVPD def2/J DEFGRID3
* xyz 0 1
C -1.25 1.22 0.12
C 0.17 1.02 0.44
N 1.04 2.11 0.04
C 0.78 -0.14 0.86
N 2.12 -0.42 0.88
H -1.58 2.23 0.33
H -1.85 0.27 0.47
H -1.31 1.37 -1.03
H 2.08 1.90 0.01
H 0.57 2.62 -0.75
H 0.21 -0.94 1.24
H 2.34 -1.37 0.57
H 2.66 0.40 0.61
O -1.61 -0.16 3.33
H -2.34 0.09 3.95
H -1.14 0.67 3.29
O -0.64 -2.96 -5.06
H -1.40 -2.96 -4.49
H -0.60 -3.89 -5.25
*
```

## Properties
HOMO-LUMO gap: 7.6 eV
Molecular weight: 108.14 g/mol
HOMO energy: -6.85 eV

---

Verdict on stability: model B comes out at the bottom.

---

Model A:
Here is a cluster of 2 separate species, C3H12N2O2 in total from OMol25. Energies are from ωB97M-V/def2-TZVPD.

Geometry as ORCA input:
```
! RIJCOSX wB97M-V def2-TZVPD def2/J DEFGRID3
* xyz 0 1
N -1.63 -0.25 0.95
C -0.55 0.76 1.00
C 0.70 0.17 0.32
N 1.80 0.09 1.27
C 1.05 0.85 -1.01
O 0.28 0.25 -2.05
H -1.49 -1.00 1.62
H -2.57 0.06 1.12
H -0.86 1.64 0.44
H -0.31 0.91 2.04
H 0.47 -0.88 0.12
H 2.25 0.97 1.46
H 2.50 -0.61 1.05
H 2.14 0.79 -1.17
H 0.70 1.89 -1.02
H 0.19 -0.69 -1.85
O -1.23 -1.89 -1.49
H -1.52 -1.41 -0.69
H -1.93 -1.66 -2.11
*
```

## Properties
HOMO-LUMO gap: 10.1 eV
Molecular weight: 108.14 g/mol
HOMO energy: -9.09 eV

---

Model B:
Here is a cluster of 3 separate species, C3H12N2O2 in total from OMol25. Energies are from ωB97M-V/def2-TZVPD.

Geometry as ORCA input:
```
! RIJCOSX wB97M-V def2-TZVPD def2/J DEFGRID3
* xyz 0 1
C -1.45 -1.39 1.53
C -0.60 -1.34 0.28
N -1.04 -1.46 -1.05
C 0.72 -1.19 0.49
N 1.75 -1.47 -0.65
H -2.13 -2.31 1.46
H -2.04 -0.50 1.58
H -0.83 -1.43 2.41
H -0.14 -1.44 -1.48
H -1.74 -0.79 -1.22
H 1.04 -1.08 1.54
H 1.74 -2.51 -0.61
H 2.57 -1.22 -0.18
O 2.59 2.03 -1.32
H 2.46 1.14 -0.98
H 2.04 1.95 -2.12
O -1.77 4.02 0.08
H -2.08 4.71 -0.50
H -1.12 4.29 0.73
*
```

## Properties
HOMO-LUMO gap: 8.8 eV
Molecular weight: 108.14 g/mol
HOMO energy: -8.10 eV

---

Verdict on stability: model B comes out at the bottom.

---

Model A:
Here is a cluster of 2 separate species, C3H12N2O2 in total from OMol25. Energies are from ωB97M-V/def2-TZVPD.

Geometry as ORCA input:
```
! RIJCOSX wB97M-V def2-TZVPD def2/J DEFGRID3
* xyz 0 1
N -0.86 0.35 1.91
C -0.03 0.97 0.79
C 0.72 -0.09 0.07
N 1.83 -0.75 0.90
C 1.17 0.51 -1.36
O 0.01 0.36 -2.13
H -0.38 -0.42 2.32
H -1.10 1.18 2.51
H -0.89 1.39 0.21
H 0.63 1.65 1.33
H -0.06 -0.90 -0.13
H 2.19 -0.36 1.69
H 2.52 -1.01 0.29
H 1.94 -0.04 -1.84
H 1.30 1.68 -1.54
H -0.18 -0.63 -2.17
O -2.37 -1.07 -0.37
H -2.38 -1.87 0.25
H -2.59 -0.42 0.32
*
```

## Properties
HOMO-LUMO gap: 10.1 eV
Molecular weight: 108.14 g/mol
HOMO energy: -9.17 eV

---

Model B:
Here is a cluster of 2 separate species, C3H12N2O2 in total from OMol25. Energies are from ωB97M-V/def2-TZVPD.

Geometry as ORCA input:
```
! RIJCOSX wB97M-V def2-TZVPD def2/J DEFGRID3
* xyz 0 1
N -0.25 -2.06 0.24
C -0.34 -1.36 1.47
C 0.63 -0.18 1.48
N 0.53 0.96 0.58
C -0.78 1.30 0.25
O -1.20 0.56 -1.01
H -0.55 -1.64 -0.62
H -0.22 -3.05 0.17
H -0.07 -2.06 2.27
H -1.36 -1.05 1.74
H 0.72 0.17 2.53
H 1.59 -0.70 1.38
H 1.14 0.93 -0.23
H -1.50 1.05 1.05
H -1.00 2.37 0.09
H -1.38 1.26 -1.64
O 1.64 0.99 -3.10
H 1.37 0.96 -4.02
H 1.04 1.56 -2.63
*
```

## Properties
HOMO-LUMO gap: 8.8 eV
Molecular weight: 108.14 g/mol
HOMO energy: -8.27 eV

---

Verdict on stability: model A comes out at the bottom.

---

Model A:
Here is a structure of composition C2H7NO3 from OMol25. Energies are from ωB97M-V/def2-TZVPD.

Geometry as ORCA input:
```
! RIJCOSX wB97M-V def2-TZVPD def2/J DEFGRID3
* xyz 0 1
H -1.04 0.37 -1.15
O -1.98 -0.42 -1.13
N -0.13 1.23 -1.03
H -1.97 -1.09 -1.69
H -0.67 2.09 -0.93
H 0.26 1.33 -2.01
C 0.95 1.04 -0.04
H 1.99 0.81 -0.59
H 0.85 1.90 0.55
C 0.67 -0.35 0.79
O 1.51 -0.74 1.55
O -0.42 -1.03 0.66
H -1.16 -0.68 -0.13
*
```

## Properties
HOMO-LUMO gap: 9.8 eV
Molecular weight: 93.08 g/mol
HOMO energy: -9.64 eV

---

Model B:
Here is an isolated molecule of C2H7NO3 from OMol25. Energies are from ωB97M-V/def2-TZVPD.

Geometry as ORCA input:
```
! RIJCOSX wB97M-V def2-TZVPD def2/J DEFGRID3
* xyz 0 1
N 1.35 -0.92 -0.39
C 0.21 -0.03 -0.37
O -0.76 -0.44 -1.31
O 0.52 1.31 -0.51
C -0.43 -0.25 1.01
O -1.36 0.94 1.15
H 2.00 -0.73 0.35
H 1.83 -0.84 -1.28
H -0.39 -0.29 -2.18
H -0.25 1.77 0.10
H 0.28 -0.08 1.81
H -0.93 -1.22 1.08
H -2.08 0.79 0.52
*
```

## Properties
HOMO-LUMO gap: 10.6 eV
Molecular weight: 93.08 g/mol
HOMO energy: -9.89 eV

---

Model C:
Here is a cluster of 3 separate species, C2H7NO3 in total from OMol25. Energies are from ωB97M-V/def2-TZVPD.

Geometry as ORCA input:
```
! RIJCOSX wB97M-V def2-TZVPD def2/J DEFGRID3
* xyz 0 1
O 0.97 -1.25 1.74
C 0.03 -0.49 2.00
O -0.21 0.64 1.53
C 0.43 -0.70 -0.96
N 0.01 -0.41 -2.24
H -0.73 -0.90 2.72
H 1.52 -0.75 -0.84
H -0.08 -1.58 -0.54
H 0.14 0.18 -0.28
H -0.22 -1.22 -2.83
H -1.30 2.48 -2.22
H -0.63 1.06 -1.96
O -0.96 1.90 -1.54
*
```

## Properties
HOMO-LUMO gap: 4.5 eV
Molecular weight: 93.08 g/mol
HOMO energy: -9.34 eV

---

Model D:
Here is a cluster of 2 separate species, C2H7NO3 in total from OMol25. Energies are from ωB97M-V/def2-TZVPD.

Geometry as ORCA input:
```
! RIJCOSX wB97M-V def2-TZVPD def2/J DEFGRID3
* xyz 0 1
O 1.17 0.10 -0.32
C 0.02 0.36 -0.64
N -0.98 0.36 0.28
C -0.79 0.67 1.66
O -0.33 1.99 1.90
H -0.16 0.45 -1.71
H -1.84 0.66 -0.16
H -0.08 -0.06 2.04
H -1.75 0.53 2.15
H 0.58 1.93 2.16
O 0.72 -3.00 -2.57
H 0.83 -2.31 -1.90
H 1.41 -2.97 -3.21
*
```

## Properties
HOMO-LUMO gap: 11.1 eV
Molecular weight: 93.08 g/mol
HOMO energy: -10.31 eV

---

Verdict on stability: model C comes out at the bottom.

---

Model A:
Here is a cluster of 2 separate species, C4H13NOS in total from OMol25. Energies are from ωB97M-V/def2-TZVPD.

Geometry as ORCA input:
```
! RIJCOSX wB97M-V def2-TZVPD def2/J DEFGRID3
* xyz 0 1
C -2.40 -0.74 -0.05
C -1.51 0.51 -0.20
N -0.21 0.16 -0.78
C 0.59 1.27 -1.21
C 1.12 2.21 -0.15
S 2.11 1.36 1.11
H -2.99 -0.64 0.85
H -1.77 -1.63 0.01
H -3.07 -0.88 -0.89
H -1.98 1.20 -0.90
H -1.40 0.96 0.78
H 0.32 -0.39 -0.12
H 1.45 0.82 -1.74
H 0.08 1.83 -1.99
H 0.34 2.72 0.39
H 1.81 2.96 -0.56
H 3.10 0.98 0.34
O 1.13 -4.34 1.63
H 1.35 -3.48 2.00
H 1.93 -4.87 1.50
*
```

## Properties
HOMO-LUMO gap: 9.4 eV
Molecular weight: 123.22 g/mol
HOMO energy: -8.81 eV

---

Model B:
Here is a cluster of 2 separate species, C4H13NOS in total from OMol25. Energies are from ωB97M-V/def2-TZVPD.

Geometry as ORCA input:
```
! RIJCOSX wB97M-V def2-TZVPD def2/J DEFGRID3
* xyz 0 1
N -1.82 -0.74 0.74
C -1.62 0.68 0.34
C -0.26 0.95 -0.28
C 0.91 0.35 0.48
C 2.18 0.14 -0.34
S 3.20 1.66 -0.55
H -2.80 -0.91 0.91
H -1.36 -0.87 1.63
H -2.43 1.03 -0.29
H -1.75 1.31 1.24
H -0.18 0.65 -1.33
H -0.20 2.05 -0.35
H 0.61 -0.68 0.68
H 1.09 0.80 1.45
H 1.94 -0.13 -1.37
H 2.74 -0.65 0.12
H 2.38 2.49 0.09
O -0.83 -2.99 -0.81
H -1.12 -2.07 -0.62
H -0.69 -3.06 -1.76
*
```

## Properties
HOMO-LUMO gap: 9.8 eV
Molecular weight: 123.22 g/mol
HOMO energy: -8.99 eV

---

Model C:
Here is a cluster of 2 separate species, C4H13NOS in total from OMol25. Energies are from ωB97M-V/def2-TZVPD.

Geometry as ORCA input:
```
! RIJCOSX wB97M-V def2-TZVPD def2/J DEFGRID3
* xyz 0 1
C -0.23 0.88 -1.68
N 0.01 1.44 -0.34
C -0.97 1.28 0.76
C -0.16 1.44 2.04
C -1.58 -0.12 0.74
S -2.89 -0.20 1.97
H -0.85 1.57 -2.26
H 0.70 0.58 -2.13
H -0.84 -0.02 -1.66
H 0.19 2.42 -0.44
H -1.78 2.01 0.69
H -0.83 1.60 2.89
H 0.49 0.59 2.16
H 0.47 2.32 1.92
H -2.03 -0.23 -0.25
H -0.78 -0.86 0.83
H -3.82 -0.82 1.23
O 4.75 -4.39 -1.95
H 5.71 -4.52 -1.86
H 4.42 -4.97 -2.64
*
```

## Properties
HOMO-LUMO gap: 9.6 eV
Molecular weight: 123.22 g/mol
HOMO energy: -8.65 eV

---

Model D:
Here is a cluster of 2 separate species, C4H13NOS in total from OMol25. Energies are from ωB97M-V/def2-TZVPD.

Geometry as ORCA input:
```
! RIJCOSX wB97M-V def2-TZVPD def2/J DEFGRID3
* xyz 0 1
C 0.16 1.75 1.44
N -1.06 1.31 0.71
C -0.93 0.10 -0.07
C -0.73 -1.35 0.62
C 0.64 -1.66 0.89
S 1.66 -2.45 -0.51
H 0.17 2.85 1.68
H 1.03 1.53 0.82
H 0.29 1.18 2.39
H -1.90 1.43 1.26
H -0.08 0.23 -0.71
H -1.81 0.05 -0.61
H -1.44 -1.96 -0.19
H -1.29 -1.22 1.56
H 0.89 -2.27 1.75
H 1.05 -0.65 1.03
H 0.62 -2.59 -1.30
O -1.19 3.87 -2.06
H -0.80 3.03 -2.27
H -1.17 4.34 -2.91
*
```

## Properties
HOMO-LUMO gap: 9.3 eV
Molecular weight: 123.22 g/mol
HOMO energy: -8.45 eV

---

Verdict on stability: model D comes out at the bottom.